ORCA calculation (wB97M-V/def2-TZVPD) on a 2-piece molecular cluster, C2H9N6 overall.

- gap between HOMO and LUMO (Eh) = 0.3914
- charge = +1
- lowest unoccupied orbital energy (eV) = -3.59
- HOMO level (eV) = -14.2

Geometry (Å):
C (0.286, 0.467, 0.420)
C (1.485, 2.500, -0.437)
N (0.405, 2.178, 1.653)
N (-0.253, 1.346, 2.336)
N (0.821, 1.707, 0.554)
N (-0.396, 0.226, 1.530)
N (-0.226, -2.339, -0.461)
N (-1.305, -0.652, 1.904)
H (0.723, -2.278, -0.228)
H (2.265, 1.933, -0.959)
H (0.689, 2.940, -1.092)
H (2.012, 3.333, 0.137)
H (-0.296, -1.942, -1.386)
H (-0.480, -3.321, -0.460)
H (0.427, -0.360, -0.338)
H (-1.263, -1.584, 1.450)
H (-1.571, -0.526, 2.899)



ORCA calculation (wB97M-V/def2-TZVPD) on a 2-piece molecular cluster, C2H9NO overall.

- SMILES = NCO.C
- gap between HOMO and LUMO (Eh) = 0.4001
- lowest unoccupied orbital energy (eV) = 1.03
- HOMO level (eV) = -9.9

Geometry (Å):
N (-2.165, 2.193, 1.184)
C (-0.833, 1.952, 0.622)
O (0.045, 2.968, 1.038)
H (-2.653, 2.819, 0.566)
H (-2.723, 1.359, 1.305)
H (-0.467, 1.009, 0.998)
H (-0.893, 1.943, -0.461)
H (-0.469, 3.635, 1.519)
C (2.716, -6.115, -2.452)
H (3.296, -6.026, -1.533)
H (1.659, -6.022, -2.195)
H (2.860, -7.095, -2.910)
H (3.024, -5.343, -3.141)



ORCA calculation (wB97M-V/def2-TZVPD) on a 2-piece molecular cluster, C2H9NO overall.

- SMILES = CNC.O
- gap between HOMO and LUMO (Eh) = 0.3510
- lowest unoccupied orbital energy (eV) = 0.92
- HOMO level (eV) = -8.6

Geometry (Å):
C (2.171, 2.653, -0.109)
N (2.131, 1.287, 0.416)
C (0.888, 0.574, 0.267)
H (3.197, 2.983, -0.233)
H (1.637, 2.851, -1.054)
H (1.580, 3.353, 0.508)
H (2.491, 1.379, 1.355)
H (0.019, 1.205, 0.567)
H (0.964, -0.218, 1.028)
H (0.694, 0.083, -0.682)
O (-4.462, -3.908, -0.580)
H (-4.373, -4.824, -0.790)
H (-3.766, -3.790, 0.067)



ORCA calculation (wB97M-V/def2-TZVPD) on a 2-piece molecular cluster, C2H9NO overall.

- SMILES = NCO.C
- gap between HOMO and LUMO (Eh) = 0.3927
- lowest unoccupied orbital energy (eV) = 1.05
- HOMO level (eV) = -9.6

Geometry (Å):
N (-2.400, 3.312, 1.529)
C (-1.121, 2.876, 0.923)
O (-0.310, 3.928, 1.415)
H (-3.142, 3.885, 1.039)
H (-2.872, 2.363, 1.610)
H (-0.681, 2.069, 1.601)
H (-0.783, 2.663, -0.094)
H (-0.836, 4.460, 2.189)
C (2.400, -5.089, -2.021)
H (2.830, -4.980, -1.090)
H (1.388, -5.185, -1.970)
H (2.775, -5.988, -2.333)
H (2.751, -4.315, -2.799)



ORCA calculation (wB97M-V/def2-TZVPD) on a 2-piece molecular cluster, C2H9NO2 overall.

- SMILES = NCO.CO
- gap between HOMO and LUMO (Eh) = 0.3893
- lowest unoccupied orbital energy (eV) = 0.71
- HOMO level (eV) = -9.9

Geometry (Å):
N (-2.739, -0.053, -0.250)
C (-2.408, -1.226, 0.435)
O (-1.150, -1.927, 0.553)
H (-2.429, 0.806, 0.234)
H (-2.894, 0.037, -1.179)
H (-3.080, -1.994, 0.204)
H (-2.508, -1.009, 1.480)
H (-0.499, -1.504, -0.083)
C (2.860, 0.762, -0.305)
O (3.340, 2.148, -0.496)
H (3.183, 0.171, -1.154)
H (1.792, 0.721, -0.439)
H (3.048, 0.339, 0.644)
H (3.484, 2.728, 0.356)



ORCA calculation (wB97M-V/def2-TZVPD) on a 2-piece molecular cluster, C2H9NO2 overall.

- SMILES = CCO.NO
- gap between HOMO and LUMO (Eh) = 0.3611
- lowest unoccupied orbital energy (eV) = 0.71
- HOMO level (eV) = -9.1

Geometry (Å):
C (-1.626, 0.812, -1.964)
C (-0.460, 0.247, -1.188)
O (-0.906, -0.705, -0.211)
H (-1.269, 1.457, -2.765)
H (-2.306, 1.375, -1.332)
H (-2.249, 0.035, -2.426)
H (0.292, -0.224, -1.846)
H (0.048, 1.071, -0.675)
H (-1.786, -0.474, 0.102)
N (1.373, 0.100, 1.038)
O (1.828, -0.568, 2.193)
H (0.700, -0.522, 0.594)
H (0.998, 1.012, 1.317)
H (1.097, -0.592, 2.827)



ORCA calculation (wB97M-V/def2-TZVPD) on a 3-piece molecular cluster, C2H9NO3 overall.

- SMILES = CNC=O.O.O
- gap between HOMO and LUMO (Eh) = 0.3873
- lowest unoccupied orbital energy (eV) = 0.77
- HOMO level (eV) = -9.8

Geometry (Å):
C (-1.808, -0.203, 1.674)
N (-1.931, 1.237, 1.533)
C (-0.808, 1.925, 1.185)
O (0.235, 1.390, 0.864)
H (-2.582, -0.681, 1.052)
H (-2.211, -0.519, 2.641)
H (-0.865, -0.646, 1.409)
H (-2.672, 1.751, 1.926)
H (-0.930, 2.999, 0.950)
O (3.488, -1.432, 1.519)
H (2.943, -2.092, 1.980)
H (4.072, -1.095, 2.225)
O (0.310, -1.822, -5.987)
H (-0.519, -2.098, -6.416)
H (0.072, -1.669, -5.057)



ORCA calculation (wB97M-V/def2-TZVPD) on a 2-piece molecular cluster, C2H9NOS overall.

- SMILES = NCO.CS
- gap between HOMO and LUMO (Eh) = 0.3688
- lowest unoccupied orbital energy (eV) = 0.70
- HOMO level (eV) = -9.3

Geometry (Å):
N (2.062, 0.412, 0.076)
C (1.794, -0.736, -0.710)
O (1.470, -1.928, -0.010)
H (1.242, 0.772, 0.506)
H (3.013, 0.480, 0.524)
H (0.950, -0.631, -1.475)
H (2.606, -1.042, -1.499)
H (1.681, -1.715, 0.966)
C (-2.778, 0.664, -0.193)
S (-1.212, 0.580, 0.827)
H (-2.764, -0.241, -0.780)
H (-3.674, 0.776, 0.500)
H (-2.965, 1.522, -0.830)
H (-1.425, 1.089, 2.097)



ORCA calculation (wB97M-V/def2-TZVPD) on a 2-piece molecular cluster, C2H9NOS overall.

- SMILES = CNCO.S
- gap between HOMO and LUMO (Eh) = 0.3727
- lowest unoccupied orbital energy (eV) = 0.79
- HOMO level (eV) = -9.3

Geometry (Å):
C (-0.058, 0.612, 0.350)
N (-1.428, 0.717, 0.838)
C (-1.657, -0.091, 2.013)
O (-3.007, -0.017, 2.393)
H (0.613, 1.158, 1.008)
H (-0.002, 1.055, -0.641)
H (0.289, -0.430, 0.300)
H (-2.068, 0.417, 0.111)
H (-1.446, -1.156, 1.856)
H (-1.000, 0.272, 2.810)
H (-3.216, 0.922, 2.500)
S (2.906, -0.540, -2.618)
H (1.795, 0.198, -2.730)
H (2.734, -0.684, -1.298)



ORCA calculation (wB97M-V/def2-TZVPD) on a 3-piece molecular cluster, C2H9NOS overall.

- gap between HOMO and LUMO (Eh) = 0.3014
- lowest unoccupied orbital energy (eV) = -0.95
- HOMO level (eV) = -9.1

Geometry (Å):
C (-1.111, -0.388, -0.309)
O (-1.928, -1.548, -0.119)
C (0.308, -0.899, -0.533)
N (1.310, 0.085, -0.942)
H (-1.110, 0.349, 0.495)
H (-1.464, 0.099, -1.229)
H (-2.743, -1.282, 0.315)
H (0.642, -1.315, 0.422)
H (0.284, -1.720, -1.252)
H (0.351, 2.041, 0.517)
H (0.980, 0.722, -1.658)
H (1.540, 0.657, -0.112)
S (1.032, 1.135, 2.004)
H (1.910, 2.065, 2.401)



ORCA calculation (wB97M-V/def2-TZVPD) on a 2-piece molecular cluster, C2H9NOSi overall.

- gap between HOMO and LUMO (alpha / beta) (Eh) = 0.3138 / 0.3322
- lowest unoccupied orbital energy (alpha / beta) (eV) = 0.59 / 0.72
- HOMO level (alpha / beta) (eV) = -8.0 / -8.3

Geometry (Å):
C (1.909, -0.114, -0.198)
C (-0.344, -0.002, 2.021)
N (0.518, -0.389, -0.254)
O (-0.216, 0.482, -0.939)
Si (-1.712, 0.107, -1.436)
H (2.374, -0.548, 0.727)
H (2.357, -0.579, -1.204)
H (2.205, 0.948, -0.395)
H (-1.315, -0.349, 1.669)
H (0.217, -0.613, 2.708)
H (0.003, 1.020, 1.885)
H (-1.693, -1.095, -2.350)
H (-2.342, -0.343, -0.211)
H (-1.961, 1.476, -2.024)



ORCA calculation (wB97M-V/def2-TZVPD) on C2H9NP as an isolated structure.

- multiplicity = 3
- ⟨S²⟩ = 2.008
- gap between HOMO and LUMO (alpha / beta) (Eh) = 0.2842 / 0.2879
- charge = +1
- lowest unoccupied orbital energy (alpha / beta) (eV) = -3.30 / -7.57
- HOMO level (alpha / beta) (eV) = -11.0 / -15.4

Geometry (Å):
C (0.101, -2.186, 0.029)
C (0.211, 2.678, 0.004)
N (0.095, -0.795, -0.453)
P (-0.459, 1.299, 0.552)
H (1.215, -2.480, -0.016)
H (-0.240, -2.212, 0.989)
H (-0.581, -2.792, -0.642)
H (1.034, 2.959, 0.685)
H (0.081, 3.178, -0.941)
H (-0.775, -0.593, -1.026)
H (0.891, -0.567, -1.072)
H (0.027, 0.829, 1.721)
H (-1.600, 0.682, 0.171)



ORCA calculation (wB97M-V/def2-TZVPD) on a 4-piece molecular cluster, C2H9NS overall.

- multiplicity = 2
- ⟨S²⟩ = 0.752
- gap between HOMO and LUMO (alpha / beta) (Eh) = 0.1052 / 0.3132
- charge = -1
- lowest unoccupied orbital energy (alpha / beta) (eV) = 3.86 / 4.10
- HOMO level (alpha / beta) (eV) = 1.0 / -4.4

Geometry (Å):
N (1.049, -2.680, -1.452)
H (0.232, -2.250, -1.881)
H (-3.397, 1.486, 3.065)
H (1.706, -2.492, -2.208)
H (1.164, -2.057, -0.658)
C (-0.188, 0.658, 0.559)
C (0.954, 1.043, -0.356)
S (-0.529, 0.381, -1.283)
H (-3.011, 2.215, 2.872)
H (-0.155, -0.288, 1.112)
H (-0.716, 1.523, 1.247)
H (1.793, 0.388, -0.495)
H (1.097, 2.072, -0.523)



ORCA calculation (wB97M-V/def2-TZVPD) on a 2-piece molecular cluster, C2H9NS overall.

- SMILES = CSC.N
- gap between HOMO and LUMO (Eh) = 0.3483
- lowest unoccupied orbital energy (eV) = 0.95
- HOMO level (eV) = -8.5

Geometry (Å):
C (-2.431, -1.759, 0.944)
S (-1.253, -0.470, 1.382)
C (-2.425, 0.748, 2.002)
H (-1.865, -2.613, 0.533)
H (-3.146, -1.410, 0.180)
H (-2.998, -2.104, 1.825)
H (-3.140, 1.054, 1.220)
H (-2.993, 0.360, 2.865)
H (-1.857, 1.636, 2.326)
N (-3.019, 1.213, -2.596)
H (-2.915, 2.205, -2.830)
H (-2.919, 0.688, -3.471)
H (-2.220, 0.961, -2.004)



ORCA calculation (wB97M-V/def2-TZVPD) on a 2-piece molecular cluster, C2H9NS overall.

- SMILES = CNC.S
- gap between HOMO and LUMO (Eh) = 0.3643
- lowest unoccupied orbital energy (eV) = 0.97
- HOMO level (eV) = -8.9

Geometry (Å):
C (0.919, 0.617, 1.139)
N (0.295, -0.451, 0.321)
C (0.794, -0.637, -1.061)
H (2.102, 0.571, 1.081)
H (0.683, 0.474, 2.239)
H (0.624, 1.622, 0.820)
H (0.300, -1.286, 0.785)
H (1.922, -0.691, -0.942)
H (0.491, -1.484, -1.554)
H (0.441, 0.266, -1.671)
S (-3.315, 0.558, -0.042)
H (-3.264, 0.130, -1.301)
H (-1.991, 0.312, 0.186)



ORCA calculation (wB97M-V/def2-TZVPD) on a 2-piece molecular cluster, C2H9NS overall.

- SMILES = CCN.S
- gap between HOMO and LUMO (Eh) = 0.3257
- lowest unoccupied orbital energy (eV) = 0.72
- HOMO level (eV) = -8.1

Geometry (Å):
C (-0.616, 1.311, -0.398)
C (-0.974, -0.163, -0.393)
N (-0.363, -0.877, 0.735)
H (-1.121, 1.965, -1.110)
H (0.443, 1.499, -0.618)
H (-0.749, 1.784, 0.583)
H (-0.604, -0.630, -1.316)
H (-2.076, -0.282, -0.283)
H (-0.609, -0.537, 1.658)
H (-0.503, -1.879, 0.672)
S (2.466, -0.436, 0.136)
H (3.633, -1.031, -0.268)
H (1.073, -0.724, 0.600)



ORCA calculation (wB97M-V/def2-TZVPD) on a 4-piece molecular cluster, C2H9NS overall.

- gap between HOMO and LUMO (Eh) = 0.3495
- lowest unoccupied orbital energy (eV) = 0.66
- HOMO level (eV) = -8.8

Geometry (Å):
N (1.641, 1.669, 2.233)
H (1.271, 1.556, 3.195)
H (3.912, -3.494, 3.610)
H (0.908, 2.288, 1.835)
H (1.488, 0.680, 1.955)
C (-0.639, -0.217, 0.263)
C (-1.284, 0.600, -0.891)
S (-0.445, -0.822, -1.564)
H (3.811, -2.777, 3.129)
H (-1.470, -0.554, 0.892)
H (0.245, -0.574, 0.801)
H (-2.326, 0.619, -1.170)
H (-0.670, 1.430, -1.085)



ORCA calculation (wB97M-V/def2-TZVPD) on a 2-piece molecular cluster, C2H9NS overall.

- SMILES = CNC.S
- gap between HOMO and LUMO (Eh) = 0.3346
- lowest unoccupied orbital energy (eV) = 0.46
- HOMO level (eV) = -8.6

Geometry (Å):
C (-1.872, 1.680, -0.479)
N (-0.484, 1.889, -0.090)
C (0.339, 0.743, -0.468)
H (-2.151, 1.605, -1.541)
H (-2.187, 0.758, 0.039)
H (-2.491, 2.497, -0.093)
H (-0.190, 2.813, -0.363)
H (-0.060, -0.119, 0.077)
H (1.360, 1.000, -0.185)
H (0.299, 0.496, -1.539)
S (2.537, -4.137, 1.400)
H (3.672, -4.749, 1.813)
H (1.228, -4.474, 1.429)



ORCA calculation (wB97M-V/def2-TZVPD) on a 2-piece molecular cluster, C2H9NS overall.

- SMILES = CSC.N
- gap between HOMO and LUMO (Eh) = 0.3546
- lowest unoccupied orbital energy (eV) = 0.93
- HOMO level (eV) = -8.7

Geometry (Å):
C (1.263, 0.359, 0.327)
S (0.025, -0.946, -0.122)
C (-0.288, -1.699, 1.526)
H (1.780, 0.666, -0.570)
H (0.734, 1.160, 0.833)
H (1.975, -0.058, 1.035)
H (-1.130, -2.384, 1.473)
H (-0.588, -0.919, 2.217)
H (0.583, -2.263, 1.838)
N (-1.359, 1.740, -2.042)
H (-0.612, 2.039, -2.685)
H (-0.761, 1.408, -1.273)
H (-1.622, 0.896, -2.557)



ORCA calculation (wB97M-V/def2-TZVPD) on a 2-piece molecular cluster, C2H9NS overall.

- SMILES = CN.CS
- gap between HOMO and LUMO (Eh) = 0.3606
- lowest unoccupied orbital energy (eV) = 0.96
- HOMO level (eV) = -8.8

Geometry (Å):
C (1.627, 0.466, -1.003)
N (1.389, -0.388, 0.171)
H (2.665, 0.720, -1.176)
H (1.345, -0.033, -1.942)
H (0.998, 1.335, -0.824)
H (2.155, -0.558, 0.800)
H (0.617, -0.068, 0.709)
C (-2.008, 0.170, 0.798)
S (-1.826, -1.532, 0.116)
H (-1.469, 0.211, 1.730)
H (-1.834, 0.901, 0.012)
H (-3.074, 0.295, 0.972)
H (-0.585, -1.519, -0.364)